C22H32N2O4PPbSi as an isolated structure, computed with ωB97M-V/def2-TZVPD.

Calculated values
Total charge: +1
Maximum force (eV/A): 0.9
DFT total energy (eV): -56912.319
Kohn-Sham gap (alpha / beta) (eV): 4.698 / 6.450
HOMO (alpha / beta) (eV): -10.02 / -10.81
Spin multiplicity: 1
Relative energy (zero: lowest compared OMol25 entry of this formula, charge and spin) (kcal per mole): 0.0

Each line ends with the natural charge from an NBO analysis.
Cartesian coordinates (Å):
Pb: -0.854 -0.407 -0.304  1.77
C: -4.143 -2.726 2.105  -0.24
O: -3.268 -3.822 2.442  -0.49
C: -1.933 -3.759 2.545  0.36
C: -1.345 -4.853 3.135  -0.26
C: 0.035 -4.914 3.331  -0.16
C: 0.853 -3.872 2.934  -0.20
C: 0.319 -2.760 2.302  -0.14
C: 1.247 -1.730 1.917  0.14
N: 1.008 -0.708 1.163  -0.35
N: 2.070 0.110 0.957  -0.41
C: 1.729 1.141 0.201  0.58
O: 0.572 1.317 -0.358  -0.81
C: 2.781 2.164 -0.030  -0.08
C: 2.420 3.408 -0.543  -0.19
C: 3.394 4.365 -0.796  -0.21
C: 4.732 4.073 -0.552  -0.18
C: 5.093 2.831 -0.044  -0.21
C: 4.121 1.878 0.222  -0.18
C: -1.105 -2.669 2.082  0.32
O: -1.629 -1.646 1.511  -0.68
H: -5.138 -3.107 2.287  0.20
H: -4.048 -2.438 1.066  0.18
H: -3.959 -1.861 2.739  0.19
H: -1.995 -5.662 3.455  0.24
H: 0.468 -5.789 3.805  0.23
H: 1.926 -3.919 3.104  0.23
H: 2.259 -1.806 2.317  0.21
H: 1.374 3.619 -0.732  0.23
H: 3.110 5.335 -1.187  0.22
H: 5.494 4.817 -0.755  0.22
H: 6.137 2.604 0.145  0.22
H: 4.388 0.911 0.630  0.23
C: -1.695 3.417 0.707  -1.13
Si: -3.074 2.206 0.530  1.63
C: -4.624 3.032 -0.058  -1.11
C: -3.383 1.253 2.087  -1.13
C: -2.668 1.005 -0.866  -1.06
H: -1.920 4.152 1.490  0.25
H: -1.538 3.959 -0.236  0.25
H: -0.753 2.913 0.967  0.25
H: -4.967 3.759 0.696  0.25
H: -5.428 2.300 -0.216  0.24
H: -4.454 3.573 -0.999  0.25
H: -3.424 1.929 2.949  0.26
H: -2.590 0.512 2.278  0.25
H: -4.341 0.719 2.030  0.24
H: -2.272 1.459 -1.785  0.24
H: -3.434 0.260 -1.102  0.24
C: 2.628 -0.181 -2.552  -1.03
P: 1.332 -1.223 -3.189  1.97
C: 2.057 -2.808 -3.548  -1.01
C: 0.833 -0.533 -4.753  -1.02
O: 0.163 -1.348 -2.223  -1.16
H: 3.472 -0.135 -3.244  0.26
H: 2.963 -0.582 -1.590  0.27
H: 2.228 0.823 -2.392  0.27
H: 2.912 -2.691 -4.220  0.26
H: 1.306 -3.442 -4.023  0.26
H: 2.384 -3.277 -2.618  0.26
H: 1.687 -0.472 -5.434  0.26
H: 0.422 0.466 -4.593  0.26
H: 0.064 -1.171 -5.190  0.26

***

An isolated molecule of C22H32N4O4S, computed with ωB97M-V/def2-TZVPD.

Calculated values
Maximum force (eV/A): 1.0
DFT total energy (eV): -48319.185
Kohn-Sham gap (eV): 7.410
HOMO (eV): -7.55
Spin multiplicity: 1
Relative energy (zero: lowest compared OMol25 entry of this formula, charge and spin) (kcal per mole): 44.4

Each line ends with the natural charge from an NBO analysis.
Cartesian coordinates (Å):
C: -0.587 2.180 7.475  -0.24
O: -0.019 2.973 6.468  -0.54
C: 0.561 2.209 5.433  -0.06
C: 1.184 3.157 4.415  -0.42
H: 1.923 3.776 4.924  0.21
H: 0.407 3.813 4.019  0.20
C: 1.860 2.397 3.272  -0.23
N: 0.902 1.676 2.471  -0.63
C: 0.703 0.351 2.554  0.33
N: -0.321 -0.200 1.849  -0.44
C: -0.400 -1.642 1.720  -0.22
H: -0.225 -2.098 2.698  0.25
C: 0.628 -2.202 0.735  -0.43
C: 0.448 -3.707 0.549  -0.21
N: 0.389 -4.430 1.807  -0.44
C: -0.026 -5.801 1.595  -0.40
H: -1.000 -5.814 1.108  0.19
H: -0.115 -6.297 2.560  0.20
H: 0.683 -6.372 0.973  0.16
C: 1.640 -4.377 2.539  -0.43
H: 1.868 -3.350 2.813  0.23
H: 1.533 -4.954 3.456  0.20
H: 2.482 -4.788 1.961  0.16
H: 1.260 -4.086 -0.101  0.16
H: -0.500 -3.885 0.031  0.18
H: 0.523 -1.714 -0.237  0.20
H: 1.627 -1.981 1.110  0.23
H: -1.408 -1.906 1.396  0.19
C: -1.345 0.584 1.183  -0.24
C: -1.053 0.819 -0.279  -0.14
C: -1.367 -0.087 -1.237  -0.12
C: -1.050 0.124 -2.610  -0.06
C: -1.327 -0.813 -3.610  -0.21
C: -1.003 -0.560 -4.926  0.21
C: -0.411 0.672 -5.277  0.27
C: -0.108 1.597 -4.294  -0.28
C: -0.414 1.331 -2.963  0.17
N: -0.128 2.232 -1.974  -0.55
C: -0.396 2.067 -0.639  0.64
O: -0.096 2.952 0.155  -0.66
H: 0.320 3.105 -2.228  0.42
H: 0.359 2.525 -4.584  0.23
O: -0.124 0.992 -6.569  -0.47
C: -0.728 0.140 -7.521  -0.10
C: -0.592 -1.316 -7.086  -0.10
H: -1.050 -1.992 -7.809  0.21
O: -1.266 -1.522 -5.863  -0.48
H: 0.473 -1.563 -6.973  0.18
H: -0.218 0.325 -8.467  0.21
H: -1.793 0.392 -7.620  0.18
H: -1.792 -1.753 -3.363  0.23
H: -1.873 -1.004 -0.972  0.22
H: -2.289 0.039 1.277  0.21
H: -1.456 1.546 1.689  0.23
S: 1.673 -0.609 3.510  -0.34
H: 0.419 2.228 1.768  0.43
H: 2.384 3.104 2.624  0.20
H: 2.578 1.678 3.677  0.24
H: 1.329 1.536 5.842  0.17
H: -0.209 1.583 4.954  0.16
H: -1.390 1.545 7.078  0.16
H: -0.996 2.862 8.218  0.19
H: 0.165 1.534 7.945  0.16

***

A 3-piece molecular cluster, C22H33BNO7PS overall, computed with ωB97M-V/def2-TZVPD.

Calculated values
Maximum force (eV/A): 7.3
DFT total energy (eV): -59969.481
Kohn-Sham gap (eV): 8.562
HOMO (eV): -8.83
Spin multiplicity: 1

Each line ends with the natural charge from an NBO analysis.
Cartesian coordinates (Å):
C: -1.721 -0.510 2.791  -0.64
C: -1.563 -1.123 1.287  -0.47
C: -0.228 -0.539 0.579  0.00
P: 1.234 -1.244 1.608  1.44
O: 2.528 -0.427 1.463  -1.06
O: -0.281 0.909 0.708  -0.66
S: -1.485 1.596 -0.225  2.21
O: -2.794 1.709 0.516  -0.90
O: -1.053 3.016 -0.547  -0.89
C: -1.780 0.752 -1.843  -0.66
C: -1.396 -0.838 -1.837  -0.19
C: -1.313 -1.464 -3.307  -0.52
C: -1.428 -3.055 -3.144  0.79
O: -0.427 -3.816 -3.097  -0.55
O: -2.703 -3.716 -2.998  -0.74
C: -0.066 -1.003 -0.964  -0.68
B: 1.274 -0.354 -1.668  1.27
O: 2.142 -1.226 -2.451  -0.92
N: 1.670 1.080 -1.582  -0.81
C: 1.327 1.822 -2.870  -0.44
C: 3.153 1.255 -1.442  -0.43
H: -2.575 0.252 2.725  0.25
H: -2.027 -1.343 3.510  0.22
H: -0.794 0.067 3.116  0.22
H: -1.444 -2.271 1.354  0.21
H: -2.527 -0.869 0.739  0.24
H: 1.388 -2.646 1.258  -0.06
H: 0.913 -1.254 3.023  -0.04
H: -2.923 0.767 -2.004  0.28
H: -1.344 1.301 -2.749  0.28
H: -2.299 -1.344 -1.325  0.23
H: -0.420 -1.129 -3.925  0.26
H: -2.259 -1.151 -3.892  0.25
H: -2.799 -4.027 -2.065  0.50
H: 0.149 -2.141 -0.913  0.24
H: 1.960 -2.168 -2.227  0.49
H: 2.285 2.306 -3.292  0.22
H: 0.664 2.713 -2.553  0.23
H: 0.835 1.153 -3.653  0.18
H: 3.615 0.671 -0.582  0.24
H: 3.723 0.946 -2.393  0.18
H: 3.366 2.370 -1.227  0.21
C: 3.182 6.259 -1.617  -0.20
C: 4.510 6.533 -1.931  -0.22
C: 4.996 6.257 -3.205  -0.21
C: 4.151 5.715 -4.169  -0.22
C: 2.823 5.445 -3.857  -0.22
C: 2.339 5.713 -2.579  -0.22
H: 2.804 6.472 -0.623  0.22
H: 5.167 6.961 -1.181  0.21
H: 6.033 6.464 -3.447  0.21
H: 4.529 5.504 -5.164  0.21
H: 2.163 5.025 -4.609  0.21
H: 1.304 5.497 -2.334  0.22
C: -3.605 -4.978 7.154  -0.21
C: -4.179 -5.540 6.018  -0.21
C: -3.626 -5.299 4.765  -0.21
C: -2.491 -4.501 4.648  -0.22
C: -1.914 -3.942 5.784  -0.20
C: -2.473 -4.176 7.037  -0.21
H: -4.039 -5.164 8.130  0.22
H: -5.060 -6.167 6.110  0.22
H: -4.078 -5.732 3.880  0.21
H: -2.057 -4.317 3.671  0.20
H: -1.029 -3.321 5.694  0.21
H: -2.027 -3.736 7.921  0.22